{"formula": "C14H22N", "method": "ωB97M-V/def2-TZVPD", "species": ["N", "C", "C", "C", "C", "C", "C", "C", "C", "C", "C", "C", "C", "C", "C", "H", "H", "H", "H", "H", "H", "H", "H", "H", "H", "H", "H", "H", "H", "H", "H", "H", "H", "H", "H", "H", "H"], "positions_angstrom": [[1.11206, 0.08225, -0.05608], [1.28890, -1.30763, -0.42377], [-3.33706, 0.29753, -2.25916], [1.01666, 0.92474, -1.23360], [-3.00243, -2.01351, -1.67147], [3.48326, 0.28707, 0.64795], [-0.84079, -0.61911, 1.83366], [-0.38769, -0.11603, 2.99216], [-1.06916, 0.17107, 0.66598], [2.01116, 0.54683, 0.99682], [-3.62009, -1.04954, -2.45742], [-2.13093, -1.64117, -0.67041], [-1.84621, -0.27986, -0.43960], [1.83834, 2.03087, 1.31496], [-2.44644, 0.67935, -1.28004], [3.70307, -0.77009, 0.53128], [2.13966, -1.43396, -1.10036], [-0.20643, 0.93571, 3.12993], [-1.03349, -1.68007, 1.76732], [0.39995, -1.65994, -0.94980], [1.44906, -1.91798, 0.46219], [-1.69029, -2.40638, -0.05175], [0.74978, 1.94297, -0.96354], [0.79348, 2.30998, 1.41085], [-0.98746, 1.24250, 0.78607], [-0.23118, -0.74387, 3.85299], [2.33107, 2.24614, 2.25927], [-4.32659, -1.34252, -3.21901], [-3.82450, 1.04450, -2.86543], [1.96259, 0.94859, -1.78301], [3.74504, 0.80732, -0.27162], [-2.23881, 1.72672, -1.11671], [-3.21664, -3.06002, -1.82700], [0.25174, 0.52915, -1.90133], [2.29874, 2.65422, 0.55229], [1.75218, -0.04087, 1.89185], [4.10945, 0.67504, 1.44551]], "e_homo_ev": [-12.6888, -12.6907], "e_tot_ha": -601.122872, "orbital_gap_ev": [7.79, 7.79], "charge": 1}